1.
Entry from OMol25: a molecular structure, C32H35LiN3O3P3Se2 (ωB97M-V/def2-TZVPD).

Last column: Mulliken charge in e.
Element x y z (Å)
Li  -1.3436  0.6224  2.9168  0.894
Se  0.1180  4.2259  -2.9601  -0.335
P  0.8164  2.4331  -2.1451  -0.124
C  2.6344  2.4460  -2.0216  1.043
C  3.1646  3.5277  -1.3171  -0.797
C  4.5334  3.7072  -1.2457  -0.661
C  5.3836  2.8064  -1.8758  -0.665
C  4.8603  1.7363  -2.5826  -0.678
C  3.4855  1.5577  -2.6671  0.025
C  0.3129  1.0284  -3.1780  0.403
C  0.7677  0.9775  -4.4948  -0.435
C  0.2920  -0.0010  -5.3519  -0.849
C  -0.6665  -0.9046  -4.9100  -0.650
C  -1.1444  -0.8348  -3.6110  -0.108
C  -0.6543  0.1298  -2.7438  0.755
C  0.2057  2.0758  -0.4826  0.605
C  0.3711  1.1185  0.5371  0.099
N  -0.4728  1.4828  1.5255  0.310
N  -1.0845  2.6024  1.1708  -0.945
N  -0.6930  2.9740  -0.0187  -0.264
P  1.3131  -0.3659  0.9008  0.813
Se  0.5599  -1.4056  2.5864  -0.526
C  1.4034  -1.4407  -0.5609  0.281
C  2.3016  -1.1129  -1.5734  -0.244
C  2.4154  -1.9261  -2.6876  -0.908
C  1.6330  -3.0669  -2.7929  -0.608
C  0.7571  -3.4097  -1.7718  -0.855
C  0.6446  -2.6008  -0.6498  -0.546
C  3.0316  0.1250  1.1988  0.217
C  4.0108  -0.8659  1.2487  -0.337
C  5.2996  -0.5388  1.6296  -0.780
C  5.6115  0.7705  1.9728  -0.494
C  4.6374  1.7545  1.9249  -0.713
C  3.3431  1.4339  1.5409  -0.277
H  2.4836  4.2350  -0.8565  0.441
H  4.9402  4.5554  -0.7094  0.453
H  6.4558  2.9471  -1.8242  0.407
H  5.5234  1.0443  -3.0865  0.421
H  3.0799  0.7335  -3.2402  0.210
H  1.4742  1.7218  -4.8419  0.488
H  0.6514  -0.0464  -6.3720  0.422
H  -1.0553  -1.6538  -5.5885  0.415
H  -1.9005  -1.5308  -3.2694  0.366
H  -1.0220  0.1886  -1.7275  -0.717
H  2.9210  -0.2314  -1.4657  0.709
H  3.1148  -1.6731  -3.4749  0.496
H  1.7125  -3.6962  -3.6704  0.417
H  0.1754  -4.3201  -1.8413  0.435
H  -0.0087  -2.8752  0.1696  0.339
H  3.7506  -1.8869  0.9948  0.440
H  6.0606  -1.3073  1.6753  0.413
H  6.6162  1.0209  2.2891  0.408
H  4.8812  2.7737  2.1937  0.436
H  2.5764  2.1972  1.5137  0.444
C  -5.5024  -3.1013  4.6679  -1.168
C  -4.9734  -2.9619  3.2536  -0.413
O  -4.7115  -1.5910  2.9249  -0.174
P  -3.1484  -1.1165  2.8767  0.079
O  -3.1202  -0.2372  1.5076  -0.019
C  -2.8816  -0.8396  0.2325  0.414
C  -4.1779  -1.1962  -0.4733  -1.323
O  -3.1029  0.1915  3.8589  -0.515
C  -3.9581  1.3663  3.7240  -0.037
C  -5.3750  1.1316  4.2110  -1.122
H  -5.5947  -4.1582  4.9204  0.404
H  -6.4799  -2.6313  4.7738  0.282
H  -4.8114  -2.6375  5.3731  0.269
H  -5.7039  -3.3291  2.5319  0.285
H  -4.0572  -3.5517  3.1457  0.453
H  -2.2486  -1.7260  0.3550  0.128
H  -2.3268  -0.0997  -0.3454  -0.131
H  -4.8178  -1.7857  0.1832  0.258
H  -3.9642  -1.7781  -1.3707  0.377
H  -4.7156  -0.2941  -0.7638  0.369
H  -3.9494  1.7040  2.6889  0.236
H  -3.4802  2.1273  4.3402  0.342
H  -5.9298  0.4995  3.5224  0.220
H  -5.8799  2.0949  4.2880  0.432
H  -5.3685  0.6617  5.1949  0.265

Gap between HOMO and LUMO   7.8 eV
HOMO energy   -7.426 eV

***

2.
Entry from OMol25: a molecular structure, C32H35N2PdS2SbSi2 (ωB97M-V/def2-TZVPD).

Last column: Mulliken charge in e.
Element x y z (Å)
Pd  -0.7117  -1.9505  -0.5436  -0.065
C  0.8336  -4.2651  -2.6022  -1.119
Si  0.1550  -2.5410  -2.6174  0.696
C  1.5313  -1.3433  -2.9408  -0.888
C  -1.1923  -2.4237  -3.9095  0.398
C  -0.9376  -2.5290  -5.2841  -0.502
C  -1.9729  -2.4403  -6.2049  -0.676
C  -3.2783  -2.2534  -5.7619  -0.650
C  -3.5413  -2.1559  -4.4023  -0.532
C  -2.5064  -2.2391  -3.4635  0.350
Si  -2.7642  -2.1131  -1.6124  0.768
C  -3.5919  -3.6755  -0.9953  -1.136
C  -3.8921  -0.6844  -1.2256  -1.179
H  1.2977  -4.4652  -3.5774  0.345
H  0.0404  -5.0006  -2.4438  0.304
H  1.5904  -4.3861  -1.8224  0.277
H  2.0765  -1.6018  -3.8580  0.415
H  2.2307  -1.3685  -2.1003  0.098
H  1.1352  -0.3308  -3.0285  0.252
H  0.0797  -2.6737  -5.6433  0.348
H  -1.7651  -2.5118  -7.2664  0.385
H  -4.0879  -2.1813  -6.4784  0.387
H  -4.5669  -2.0113  -4.0718  0.334
H  -4.5362  -3.8226  -1.5369  0.350
H  -3.8211  -3.6089  0.0735  0.244
H  -2.9608  -4.5507  -1.1690  0.294
H  -4.8849  -0.8438  -1.6664  0.362
H  -3.4753  0.2464  -1.6219  0.333
H  -4.0081  -0.5719  -0.1421  0.259
S  1.3294  -2.2083  0.8789  -0.411
C  0.0526  -1.7634  1.9694  0.116
N  -1.0635  -2.5884  1.9733  0.018
C  -2.0906  -2.4162  2.9253  -0.719
C  -2.0041  -1.3368  3.7604  -0.756
C  -0.9329  -0.4707  3.6435  -0.580
N  0.0843  -0.6774  2.7023  -0.172
H  -0.9071  -3.5114  1.6060  0.286
H  -2.8861  -3.1448  2.9178  0.419
H  -2.7714  -1.1671  4.5039  0.436
H  -0.8172  0.3926  4.2840  0.559
S  -0.6536  0.4668  -0.5423  -0.598
Sb  0.9119  1.2239  1.0481  1.645
C  -0.2269  2.5121  2.2796  0.838
C  0.3638  3.6170  2.8909  -0.451
C  -0.4025  4.4707  3.6752  -0.703
C  -1.7579  4.2208  3.8491  -0.521
C  -2.3498  3.1237  3.2321  -0.685
C  -1.5862  2.2667  2.4473  -0.899
C  1.8280  2.7680  -0.1354  0.668
C  1.0823  3.4140  -1.1266  -0.781
C  1.6343  4.4631  -1.8493  -0.635
C  2.9363  4.8789  -1.5945  -0.448
C  3.6834  4.2476  -0.6127  -0.694
C  3.1319  3.1981  0.1161  -0.262
C  2.6868  0.7303  2.0871  0.850
C  2.7572  1.0879  3.4270  -0.567
C  3.9280  0.8452  4.1384  -0.769
C  5.0121  0.2480  3.5101  -0.568
C  4.9295  -0.1104  2.1699  -0.599
C  3.7646  0.1284  1.4541  -0.549
H  1.4170  3.8325  2.7382  0.465
H  0.0572  5.3335  4.1421  0.406
H  -2.3550  4.8856  4.4629  0.387
H  -3.4094  2.9335  3.3611  0.422
H  -2.0476  1.4160  1.9578  0.405
H  0.0703  3.0914  -1.3420  0.405
H  1.0470  4.9560  -2.6148  0.386
H  3.3669  5.6941  -2.1629  0.370
H  4.6976  4.5696  -0.4106  0.402
H  3.7281  2.7191  0.8821  0.314
H  1.9048  1.5307  3.9298  0.404
H  3.9855  1.1157  5.1855  0.417
H  5.9210  0.0537  4.0659  0.386
H  5.7725  -0.5820  1.6795  0.425
H  3.7024  -0.1613  0.4133  0.487

Gap between HOMO and LUMO (spin up / spin down)   6.1 / 6.7 eV
2S+1   3
HOMO energy (spin up / spin down)   -6.097 / -7.965 eV

***

3.
Entry from OMol25: a molecular structure, C32H35N5O8PS3SbW in a non-equilibrium geometry (ωB97M-V/def2-TZVPD).

Last column: Mulliken charge in e.
Element x y z (Å)
W  0.3650  0.9028  0.0676  -0.215
C  1.0205  5.2433  -3.2381  -0.650
C  2.2121  4.6057  -2.9031  -0.853
C  2.2856  3.7977  -1.7830  -0.008
C  1.1590  3.6235  -0.9842  0.361
C  -0.0260  4.2581  -1.3094  -0.335
C  -0.0956  5.0685  -2.4377  -0.848
N  1.2084  2.7162  0.1336  1.223
C  2.3400  2.8046  0.9877  0.803
C  3.0429  3.9791  1.2321  -0.485
C  4.0358  3.9833  2.2035  -0.810
C  4.3084  2.8439  2.9522  -0.825
C  3.6072  1.6708  2.7036  -0.601
C  2.6597  1.6532  1.6997  0.117
N  1.9617  0.4122  1.3966  0.043
N  2.1710  0.0341  0.1053  -0.026
C  2.0714  -1.3837  -0.2219  -0.209
C  2.7922  -2.3611  0.4246  -0.811
C  2.6614  -3.6626  -0.0467  -0.484
C  1.8216  -3.9214  -1.1178  -0.730
C  1.1114  -2.8605  -1.6670  -0.388
N  1.2332  -1.6193  -1.2205  0.335
H  0.9682  5.8699  -4.1171  0.444
H  3.0884  4.7349  -3.5237  0.434
H  3.2087  3.2914  -1.5331  0.569
H  -0.9060  4.1076  -0.6943  0.110
H  -1.0246  5.5663  -2.6806  0.479
H  2.8052  4.8790  0.6813  0.498
H  4.5841  4.8954  2.3942  0.456
H  5.0656  2.8663  3.7226  0.444
H  3.8027  0.7665  3.2643  0.472
H  3.4532  -2.1126  1.2437  0.525
H  3.2186  -4.4614  0.4237  0.467
H  1.6930  -4.9212  -1.5046  0.444
H  0.4075  -3.0193  -2.4746  0.447
O  -1.3666  1.5054  -1.2861  -0.559
C  -1.6554  1.0080  -2.3900  -0.627
C  -0.7135  0.4362  -3.2839  0.965
C  -1.1289  -0.1050  -4.5120  -0.691
C  -0.1708  -0.4817  -5.4045  -0.623
C  1.1964  -0.3017  -5.1466  -0.409
C  1.6072  0.2418  -3.9571  -0.566
C  0.6513  0.5910  -2.9811  -0.135
O  1.0707  1.0889  -1.8453  0.207
N  -0.5860  -1.0758  -6.6876  1.035
O  0.2905  -1.3646  -7.4724  -0.612
O  -1.7755  -1.1989  -6.8847  -0.610
H  -2.7030  1.0766  -2.7080  0.410
H  -2.1771  -0.2193  -4.7538  0.609
H  1.9111  -0.6008  -5.9001  0.554
H  2.6537  0.3870  -3.7327  0.579
S  -1.6967  4.4531  4.3388  -0.448
Sb  -0.5627  4.1909  2.5092  0.658
S  -0.3768  1.4935  2.5013  -0.146
S  -1.8900  2.1395  1.3511  -0.106
C  0.5661  -3.8014  3.0812  -1.419
C  -0.2483  -2.6010  3.5230  1.576
C  0.5093  -1.7512  4.5249  -1.604
C  -1.6103  -3.0042  4.0499  -1.656
O  -0.4095  -1.6956  2.3605  0.025
P  -1.3283  -1.8592  1.1269  -0.457
O  -1.1958  -3.0819  0.3387  -0.840
O  -0.8693  -0.5103  0.2863  2.257
O  -2.7429  -1.4687  1.6485  -0.185
C  -4.0310  -1.6185  0.9288  1.559
C  -4.4165  -3.0838  0.9632  -1.701
C  -3.8779  -1.1025  -0.4908  -1.282
C  -4.9893  -0.7593  1.7263  -1.616
H  0.6367  -4.5092  3.9085  0.507
H  1.5736  -3.4943  2.8038  0.262
H  0.1055  -4.3019  2.2310  0.310
H  0.8439  -2.3704  5.3585  0.450
H  -0.1220  -0.9554  4.9211  0.347
H  1.3840  -1.3065  4.0489  0.225
H  -1.4635  -3.6186  4.9390  0.541
H  -2.1705  -3.5962  3.3243  0.350
H  -2.2017  -2.1310  4.3215  0.313
H  -3.6501  -3.7030  0.5005  0.296
H  -5.3513  -3.2232  0.4176  0.465
H  -4.5692  -3.4144  1.9905  0.374
H  -3.2019  -1.7287  -1.0759  0.274
H  -3.5084  -0.0758  -0.4841  0.038
H  -4.8552  -1.1139  -0.9760  0.648
H  -5.0996  -1.1456  2.7385  0.391
H  -5.9701  -0.7563  1.2496  0.420
H  -4.6258  0.2668  1.7821  0.252

Gap between HOMO and LUMO (spin up / spin down)   6.3 / 5.1 eV
Energy relative to the best compared isomer or geometry (same formula, charge and spin)   61.02 kcal per mole
Total charge   +1
2S+1   2
HOMO energy (spin up / spin down)   -10.981 / -10.971 eV